Entry 1:
Here is C4H7N3O in the gas phase from OMol25. Energies are from ωB97M-V/def2-TZVPD.

Structure (XYZ):
```
15
C4H7N3O ωB97M-V/def2-TZVPD
C -0.191 1.307 0.049
C -1.604 1.231 -0.012
C 0.583 0.213 0.223
C -1.120 -1.249 -0.333
N -2.261 0.121 0.020
N 0.098 -1.113 0.338
N 1.969 0.221 0.173
O -3.503 -0.086 0.264
H 0.193 2.217 -0.217
H -2.156 2.080 0.225
H -1.623 -2.316 -0.277
H -0.984 -1.098 -1.424
H 0.384 -1.583 1.201
H 2.562 1.038 0.089
H 2.290 -0.374 0.903
```

- Orbital gap (alpha / beta): 5.93 / 7.80 eV
- Lowest unoccupied orbital energy (alpha / beta): 0.028 / -0.037 Ha
- Energy above the lowest of the compared OMol25 structures with the same formula, charge and spin: 142.1 kJ/mol
- Multiplicity: 3
- Expectation value of S²: 2.02

Atomic partial charges in e from the Löwdin method, atoms 1 to 6: atom 1 (C): -0.037, atom 2 (C): -0.143, atom 3 (C): -0.396, atom 4 (C): -0.048, atom 5 (N): -0.198, atom 6 (N): -0.004

---

Entry 2:
Here is 5 unconnected molecules or ions with the total composition C29H52BN2O16S3 from OMol25. Energies are from ωB97M-V/def2-TZVPD.

Structure (XYZ):
```
103
C29H52BN2O16S3 ωB97M-V/def2-TZVPD
C 5.440 -1.735 1.486
C 6.339 -0.455 2.077
N 5.723 0.789 1.478
C 6.737 1.707 0.837
C 7.559 1.002 -0.438
C 4.791 1.501 2.431
S 3.597 0.609 3.319
S 4.765 3.374 2.741
C 3.069 3.880 2.019
C 3.036 3.649 0.385
C 1.537 3.693 -0.278
B 0.778 2.240 -0.391
C 1.372 1.061 0.589
C 0.637 -0.409 0.394
C 1.386 -1.610 1.277
C 0.271 -2.857 1.311
S 0.926 -4.161 2.529
O -0.005 -5.402 2.580
O 2.345 -4.563 2.059
O 0.981 -3.346 4.062
C -0.801 2.502 0.107
O -0.898 3.076 1.458
C -1.541 2.145 2.406
C 0.676 1.829 -1.985
C 1.929 0.937 -2.550
C 3.519 1.154 -2.214
N 1.616 -0.086 -3.442
H 6.034 -2.743 1.480
H 4.482 -1.891 2.164
H 5.042 -1.490 0.406
H 6.258 -0.514 3.262
H 7.468 -0.628 1.822
H 7.535 2.156 1.592
H 6.207 2.658 0.345
H 6.831 0.684 -1.299
H 8.273 0.143 -0.065
H 8.279 1.846 -0.878
H 2.305 3.109 2.515
H 2.765 4.958 2.362
H 3.663 2.690 0.134
H 3.637 4.560 -0.098
H 0.933 4.522 0.289
H 1.670 4.096 -1.392
H 1.134 1.397 1.708
H 2.525 0.865 0.491
H 0.582 -0.742 -0.736
H -0.473 -0.378 0.789
H 2.345 -1.987 0.703
H 1.595 -1.259 2.378
H -0.785 -2.466 1.632
H 0.197 -3.252 0.208
H 1.764 -3.715 4.580
H -1.401 1.470 0.077
H -1.373 3.209 -0.650
H -2.706 2.144 2.198
H -1.068 1.073 2.434
H -1.411 2.636 3.486
H 0.510 2.776 -2.687
H -0.308 1.178 -2.110
H 3.788 2.292 -2.140
H 4.143 0.660 -3.103
H 3.828 0.579 -1.239
H 0.586 -0.123 -3.616
C -2.455 -3.640 -0.917
C -3.569 -3.589 -1.911
O -3.808 -2.202 -2.061
C -2.656 -1.561 -1.706
O -2.451 -0.370 -1.876
O -1.765 -2.424 -1.138
H -1.793 -4.496 -1.076
H -2.817 -3.658 0.117
H -3.282 -4.006 -2.882
H -4.468 -4.101 -1.556
C -4.445 5.777 2.684
C -3.128 5.339 3.238
O -3.392 5.179 4.619
C -4.734 4.961 4.743
O -5.282 4.614 5.776
O -5.381 5.179 3.561
H -4.600 5.432 1.658
H -4.573 6.864 2.718
H -2.800 4.379 2.827
H -2.341 6.082 3.077
C -5.994 1.735 -2.085
C -5.614 0.516 -2.862
O -6.596 0.460 -3.880
C -7.073 1.729 -4.041
O -7.809 2.078 -4.949
O -6.620 2.555 -3.053
H -5.126 2.239 -1.652
H -6.713 1.516 -1.289
H -4.627 0.607 -3.327
H -5.637 -0.391 -2.252
C -2.757 -8.693 -3.496
C -2.962 -7.943 -2.220
O -2.772 -6.594 -2.602
C -3.025 -6.521 -3.941
O -3.120 -5.479 -4.568
O -3.157 -7.765 -4.487
H -3.365 -9.601 -3.547
H -1.708 -8.957 -3.662
H -3.977 -8.059 -1.825
H -2.244 -8.232 -1.447
```

- Orbital gap: 6.80 eV
- Net charge: -1
- Lowest unoccupied orbital energy: 0.057 Ha

Atomic partial charges in e from the Löwdin method, atoms 1 to 6: atom 1 (C): -0.118, atom 2 (C): -0.249, atom 3 (N): -0.203, atom 4 (C): -0.269, atom 5 (C): -0.114, atom 6 (C): -0.893

---

Entry 3:
Here is a molecular structure, C3H14N3OTi from OMol25. Energies are from ωB97M-V/def2-TZVPD.

Structure (XYZ):
```
22
C3H14N3OTi ωB97M-V/def2-TZVPD
C 2.798 -0.265 -0.988
Ti 0.837 -0.540 -1.150
N 0.163 0.650 -2.780
H 0.183 -2.121 -1.474
H 0.927 -2.287 -1.165
H 3.104 -1.018 -0.250
H 2.814 0.801 -0.761
H 2.970 -0.601 -2.039
H -0.150 1.553 -2.432
H -0.626 0.160 -3.210
H 0.844 0.826 -3.553
C -1.034 1.812 2.445
N -1.526 0.470 2.138
C -1.032 -0.359 1.235
N -1.561 -1.605 1.128
O -0.069 -0.014 0.478
H -0.181 2.100 1.818
H -0.738 1.833 3.501
H -1.844 2.538 2.308
H -2.201 0.066 2.733
H -1.275 -2.206 0.381
H -2.404 -1.792 1.635
```

- Orbital gap (alpha / beta): 2.34 / 3.26 eV
- Net charge: -1
- Lowest unoccupied orbital energy (alpha / beta): 0.099 / 0.108 Ha
- Energy above the lowest of the compared OMol25 structures with the same formula, charge and spin: 0.0 kJ/mol
- Multiplicity: 3
- Expectation value of S²: 2.45

Atomic partial charges in e from the Löwdin method, atoms 1 to 6: atom 1 (C): -0.356, atom 2 (Ti): 0.111, atom 3 (N): -0.062, atom 4 (H): -0.068, atom 5 (H): -0.032, atom 6 (H): -0.033

---

Entry 4:
Here is 2 unconnected molecules or ions with the total composition C3H7NO2 from OMol25. Energies are from ωB97M-V/def2-TZVPD.

Structure (XYZ):
```
13
C3H7NO2 ωB97M-V/def2-TZVPD
C 2.127 0.293 -0.107
N 0.715 0.087 -0.342
C -0.080 -0.064 0.614
C -1.435 -0.324 0.912
O -0.221 -0.129 1.927
H 2.407 1.283 -0.481
H 2.409 0.215 0.950
H 2.684 -0.451 -0.684
H -2.166 0.479 0.951
H -1.820 -1.338 0.865
O -1.763 -0.349 -1.499
H -0.787 -0.255 -1.454
H -2.068 0.553 -1.649
```

- Orbital gap: 11.08 eV
- Lowest unoccupied orbital energy: 0.031 Ha
- Energy above the lowest of the compared OMol25 structures with the same formula, charge and spin: 306.4 kJ/mol
- Structure (SMILES): C/N=C1/CO1.O

Atomic partial charges in e from the Löwdin method, atoms 1 to 6: atom 1 (C): -0.104, atom 2 (N): 0.024, atom 3 (C): -0.496, atom 4 (C): 0.040, atom 5 (O): 0.080, atom 6 (H): 0.078

---

no.,E_tot (eV)
1,-10773.220
2,-99830.649
3,-32966.481
4,-8807.354